59
Properties=species:S:1:pos:R:3 method="wB97M-V/def2-TZVPD" charge=0 e_homo_ev=-9.136 e_above_lowest_kj_mol=116.9
N -3.1869 0.5181 0.1126
C -2.1785 1.2707 -0.6230
C -2.5369 2.7389 -0.8364
C -2.1073 0.6040 -2.0002
N -0.9757 -0.0586 -2.3899
C -0.0126 -0.6327 -1.4661
O -3.0609 0.7114 -2.7504
H -3.2416 0.8195 1.0715
H -4.0814 0.6365 -0.3272
H -1.2433 1.2049 -0.0865
H -3.3895 2.8262 -1.5130
H -1.6963 3.2852 -1.2558
H -2.7572 3.2209 0.1213
H -1.1142 -0.6826 -3.1799
H 0.3543 0.0802 -0.7317
H -0.3762 -1.5149 -0.9525
H 0.8346 -0.9660 -2.0564
H -1.6635 1.3533 2.9535
H -3.0352 1.7400 3.6183
O -2.6166 1.1118 3.0065
H -2.3694 -2.0816 2.3091
H -2.5946 -0.9192 3.3161
O -2.1964 -1.7948 3.2226
H 2.5443 -2.4279 -1.8364
H 1.1741 -3.0793 -2.1707
O 2.0352 -2.8637 -2.5662
H 3.7460 -0.7055 -0.4982
H 4.3982 -2.1218 -0.5272
O 3.5475 -1.6898 -0.4376
H -0.8152 -2.4558 -3.3210
H 0.5540 -2.3027 -3.9516
O -0.3362 -1.9672 -4.0441
H 0.0980 0.4511 2.5455
H 0.4260 1.3645 3.7869
O 0.1478 1.4317 2.8817
H -2.6791 -1.2185 0.1850
H -1.2778 -1.5731 0.8016
O -2.1242 -1.9679 0.4635
H -2.0386 -3.9890 -2.0123
H -1.6571 -2.8905 -1.0224
O -1.3229 -3.4072 -1.8142
H -0.5611 -1.4247 2.6959
H 0.9651 -1.3522 2.1209
O 0.0327 -0.9533 2.0617
H 3.5604 1.1167 1.4181
H 2.3639 1.3499 2.4291
O 3.2303 0.9246 2.3352
H 0.5559 2.8138 1.6958
H 1.1331 4.2699 1.7231
O 0.9323 3.5501 1.1327
H 2.9474 -0.8361 2.3532
H 2.7912 -1.9234 1.2687
O 2.5481 -1.7250 2.2048
H 3.4756 2.0069 -0.6957
H 4.9596 1.6835 -0.3484
O 4.0652 1.2929 -0.3015
H 1.8868 3.3711 -0.3627
H 1.8026 2.7665 -1.7754
O 2.4304 3.1506 -1.1569


64
Properties=species:S:1:pos:R:3 method="wB97M-V/def2-TZVPD" charge=-2 e_homo_ev=-2.015 e_above_lowest_kj_mol=0.0
Pb 1.3647 0.4246 0.0414
Cl -1.1512 4.5491 6.3220
C -0.3177 3.9100 4.9168
C 0.3828 4.7896 4.0749
C 1.0301 4.2997 2.9798
Cl 1.8963 5.3933 1.9440
C 1.0539 2.8926 2.6139
O 1.7175 2.4954 1.6332
C 0.2924 2.0498 3.5022
C 0.1202 0.6301 3.2955
O 0.3481 -0.0477 2.3021
C -0.3564 2.5763 4.6346
H 0.4166 5.8477 4.2985
H -0.3135 0.1095 4.1708
H -0.9227 1.9029 5.2696
F 3.4201 -5.5785 -3.8272
C 2.6790 -4.5258 -3.4467
C 3.2511 -3.4577 -2.7883
F 4.5690 -3.4684 -2.5393
C 2.4744 -2.3845 -2.3994
F 3.1053 -1.3664 -1.8034
C 1.0971 -2.3092 -2.6252
S 0.1051 -0.9900 -2.1054
C 0.5649 -3.4093 -3.3062
F -0.7416 -3.4448 -3.6030
C 1.3255 -4.4859 -3.7132
F 0.7540 -5.5155 -4.3659
C -4.7573 0.7998 0.1683
C -4.3706 1.7459 -0.7758
C -3.0353 2.0375 -0.9943
C -2.0055 1.4042 -0.2569
C -2.4187 0.4137 0.6564
C -3.7581 0.1289 0.8659
N -0.6692 1.6509 -0.4813
C -0.2700 2.8613 -1.0241
C -0.7879 4.1015 -0.5940
C -0.3099 5.2955 -1.0987
C 0.7076 5.3174 -2.0511
C 1.2329 4.1095 -2.4837
C 0.7528 2.9035 -1.9881
H -5.8044 0.5875 0.3497
H -5.1267 2.2518 -1.3693
H -2.7625 2.7551 -1.7578
H -1.6633 -0.1461 1.1900
H -4.0264 -0.6367 1.5875
H -1.5619 4.1077 0.1634
H -0.7198 6.2280 -0.7244
H 1.0718 6.2589 -2.4453
H 2.0154 4.0976 -3.2353
H 1.1329 1.9709 -2.3924
Br 3.4591 -5.3717 0.5226
C 1.6214 -4.9652 0.2102
C 0.8962 -5.8601 -0.5641
C -0.4434 -5.6010 -0.8187
C -1.0335 -4.4519 -0.3096
C -0.2827 -3.5607 0.4392
C 1.0616 -3.8004 0.7148
C 1.8568 -2.7851 1.5326
O 2.1165 -3.0817 2.6979
O 2.1690 -1.7323 0.8912
H 1.3758 -6.7438 -0.9637
H -1.0192 -6.2940 -1.4224
H -2.0732 -4.2348 -0.5230
H -0.7353 -2.6483 0.8082


13
Properties=species:S:1:pos:R:3 method="wB97M-V/def2-TZVPD" smiles="C=NOC1CC1" charge=0 e_homo_ev=-9.475 e_above_lowest_kj_mol=671.3
C -0.8517 0.7941 -2.5540
C -0.1855 0.1590 0.7522
C 1.0305 0.0199 1.5758
C 0.0713 -1.0837 1.0294
H 0.2888 0.9154 -2.6535
H -1.6611 0.9862 -3.2558
H -1.1162 0.9252 0.8435
H 1.9797 -0.1145 1.2766
H 1.2952 0.1016 2.7470
H -0.5367 -1.4823 1.9680
H 0.5519 -1.8163 0.2037
N -1.0252 0.3033 -1.3320
O 0.1591 0.2921 -0.6010


11
Properties=species:S:1:pos:R:3 method="wB97M-V/def2-TZVPD" charge=0 e_homo_ev=-8.027 e_above_lowest_kj_mol=517.4
C -0.5614 -0.0467 -2.7648
C 0.3588 1.4998 -2.4556
C 0.2580 0.0043 -1.8331
N 1.2227 0.7218 -1.5222
O 0.0235 -1.0748 0.3662
Si 1.2653 -1.3178 1.1843
H -1.5071 -0.1090 -3.2753
H 0.5321 1.6864 -3.3668
H -0.4189 1.8566 -2.0066
H 1.1992 -0.4947 2.4144
H 2.3488 -2.2351 0.9283


9
Properties=species:S:1:pos:R:3 method="wB97M-V/def2-TZVPD" smiles="O=C(S)CS" charge=0 e_homo_ev=-9.400 e_above_lowest_kj_mol=193.1
C 0.4701 -0.8274 -0.0793
C -0.4773 0.3187 -0.1350
H 1.7860 1.0415 0.5521
H 0.4492 -1.5998 -0.6558
H 0.3577 -1.2980 0.9428
H -1.5168 -1.4436 -0.8552
O -0.4207 1.5695 -0.0989
S 2.2268 -0.1052 0.0223
S -2.0811 -0.2826 0.1086


24
Properties=species:S:1:pos:R:3 method="wB97M-V/def2-TZVPD" charge=+4 s2=2.0343 multiplicity=3 e_homo_ev="-24.263 / -24.273" e_above_lowest_kj_mol=206.0
Ti -1.8722 -0.4116 -4.3532
Ce 0.4876 -0.4175 0.0623
Cl -3.0488 -2.2090 -4.4339
Cl -1.6394 0.8399 0.3277
C 1.5896 1.9348 0.1380
C -0.5096 -0.6928 -3.1037
C -0.0348 -0.3517 -4.6261
O 1.7876 3.0467 -0.0927
O 0.1131 -0.8808 -2.0134
O 0.9651 -0.1477 -5.2582
C 0.8491 -0.5103 4.1922
P -0.5493 -1.1098 3.2447
C -1.4077 -2.4480 4.0574
C -1.6904 0.2512 3.0492
O 0.0223 -1.6103 1.8643
H 0.5114 -0.1539 5.1778
H 1.3437 0.3192 3.6568
H 1.5720 -1.3313 4.3269
H -1.5711 -2.2193 5.1242
H -2.3873 -2.6011 3.5734
H -0.8140 -3.3728 3.9699
H -1.2388 1.0370 2.4027
H -2.5973 -0.1128 2.5372
H -1.9402 0.7056 4.0117


158
Properties=species:S:1:pos:R:3 method="wB97M-V/def2-TZVPD" charge=-1 e_homo_ev=-6.802
P 39.2058 -17.0210 -12.0916
F 38.5226 -18.0562 -11.0665
F 39.1146 -15.8885 -10.9234
F 40.6828 -17.4299 -11.5724
F 39.8819 -15.9217 -13.1007
F 39.3639 -18.0770 -13.3237
F 37.7428 -16.6252 -12.6562
C 37.8464 -14.6431 -17.1395
O 36.7337 -15.1678 -16.4227
C 36.9716 -16.4556 -15.8983
C 35.7434 -17.0147 -15.2117
O 34.6709 -17.3886 -16.0410
C 34.1072 -16.3433 -16.8195
C 32.7670 -16.8430 -17.3255
O 32.3863 -16.0738 -18.4454
C 31.2775 -16.6204 -19.1150
H 38.7776 -14.7848 -16.5905
H 37.6423 -13.5874 -17.2929
H 37.8626 -15.1877 -18.0915
H 37.8353 -16.4556 -15.2224
H 37.2544 -17.1590 -16.7053
H 35.4821 -16.3152 -14.4023
H 36.0264 -17.9327 -14.6933
H 34.7929 -16.0908 -17.6296
H 33.9522 -15.4413 -16.2166
H 32.0392 -16.7765 -16.5057
H 32.8384 -17.9053 -17.5923
H 31.0797 -15.9610 -19.9577
H 30.3971 -16.7116 -18.4680
H 31.4892 -17.6291 -19.4948
C 41.4877 -20.8380 -13.4696
O 42.3008 -20.9184 -14.6242
C 42.2636 -22.1288 -15.3293
C 42.3159 -23.3868 -14.4814
O 43.4486 -23.3340 -13.6391
C 43.5211 -24.4317 -12.7601
C 44.0474 -24.0844 -11.3803
O 43.3389 -23.0304 -10.7692
C 43.9495 -21.7622 -11.0066
H 40.4351 -20.9973 -13.7277
H 41.6503 -19.8465 -13.0538
H 41.7530 -21.5696 -12.7003
H 43.1477 -22.1482 -15.9753
H 41.4020 -22.1546 -16.0127
H 42.4207 -24.2392 -15.1677
H 41.3809 -23.5110 -13.9238
H 44.2026 -25.1790 -13.2034
H 42.5768 -24.9752 -12.6495
H 45.1318 -23.9221 -11.3746
H 43.8941 -24.9711 -10.7559
H 44.9152 -21.7318 -10.4930
H 43.3126 -21.0200 -10.5235
H 44.0157 -21.5336 -12.0683
C 39.9754 -18.5250 -22.0589
O 41.1949 -18.1589 -21.4676
C 41.1343 -16.9121 -20.7999
C 42.4841 -16.7099 -20.1428
O 42.6157 -15.4674 -19.4973
C 41.8852 -15.4048 -18.2678
C 42.2928 -14.1370 -17.5489
O 41.3246 -13.7209 -16.6137
C 41.1768 -14.5249 -15.4642
H 39.5621 -17.7674 -22.7328
H 39.2251 -18.7458 -21.2880
H 40.1552 -19.4415 -22.6189
H 40.3070 -16.9381 -20.0758
H 40.8924 -16.1148 -21.5163
H 43.2729 -16.7886 -20.8905
H 42.6232 -17.5446 -19.4409
H 42.0696 -16.3178 -17.6954
H 40.8319 -15.3388 -18.5612
H 42.3156 -13.3427 -18.2959
H 43.2879 -14.2300 -17.0996
H 40.2674 -14.2091 -14.9571
H 42.0109 -14.3986 -14.7684
H 41.0576 -15.5941 -15.6687
C 49.2648 -14.1143 -13.6566
O 50.0932 -14.5842 -12.6055
C 49.4567 -15.4910 -11.7245
C 48.1709 -15.0478 -11.0662
O 47.0990 -15.0958 -11.9686
C 46.0009 -14.3131 -11.5411
C 44.7049 -14.7784 -12.1815
O 43.6707 -14.4622 -11.2724
C 42.3956 -14.7199 -11.8245
H 49.9079 -13.6449 -14.3980
H 48.5429 -13.3841 -13.2814
H 48.7072 -14.9362 -14.1143
H 50.2072 -15.7330 -10.9697
H 49.2848 -16.4399 -12.2578
H 48.3417 -14.0653 -10.6008
H 47.9961 -15.7162 -10.2096
H 46.1848 -13.2604 -11.8008
H 45.8591 -14.2953 -10.4547
H 44.6905 -15.8575 -12.3687
H 44.5542 -14.2378 -13.1256
H 41.6616 -14.6353 -11.0279
H 42.2954 -15.6853 -12.3272
H 42.1730 -13.9801 -12.6063
C 35.7335 -19.4333 -3.4363
O 36.6405 -18.5147 -3.9549
C 36.3608 -18.1946 -5.3054
C 37.3171 -17.0933 -5.7331
O 36.8319 -16.3497 -6.8244
C 36.6009 -17.1038 -7.9898
C 36.3473 -16.2187 -9.1696
O 35.0755 -15.6238 -9.0921
C 34.9586 -14.5217 -9.9664
H 34.6909 -19.0884 -3.4320
H 35.9884 -19.6948 -2.4089
H 35.7539 -20.3819 -3.9969
H 35.3260 -17.8533 -5.4233
H 36.4837 -19.1076 -5.9063
H 38.3588 -17.3946 -5.8929
H 37.3699 -16.4096 -4.8806
H 35.7179 -17.7493 -7.8216
H 37.3668 -17.8532 -8.2400
H 36.4425 -16.7862 -10.1028
H 37.2220 -15.5489 -9.1864
H 33.9974 -14.0566 -9.7449
H 34.9377 -14.8206 -11.0217
H 35.7791 -13.8189 -9.7923
C 41.5019 -16.2446 -6.0998
O 41.0407 -15.6340 -5.1522
N 41.1810 -16.0489 -7.3924
C 41.7343 -16.8716 -8.4403
C 40.1161 -15.1477 -7.7805
H 42.2516 -17.0462 -5.9766
H 41.9363 -16.2686 -9.3259
H 41.0083 -17.6061 -8.8230
H 42.5667 -17.4749 -8.0856
H 39.2580 -15.7278 -8.1248
H 39.8554 -14.4397 -7.0017
H 40.4389 -14.5283 -8.6241
C 39.2132 -12.4957 -11.0152
O 39.7809 -12.0090 -10.0548
N 37.9821 -12.1083 -11.4319
C 37.3304 -12.7597 -12.5397
C 37.3018 -10.9708 -10.8647
H 39.6176 -13.2865 -11.6641
H 37.3777 -12.1478 -13.4505
H 36.2841 -12.9907 -12.3347
H 37.7945 -13.7072 -12.8234
H 36.4327 -11.2763 -10.2740
H 37.9463 -10.4801 -10.1367
H 37.0454 -10.2686 -11.6583
C 38.8008 -20.1319 -15.9377
O 37.8518 -20.8855 -16.0628
N 39.6073 -19.6931 -16.9366
C 40.6719 -18.7587 -16.6869
C 39.7379 -20.5044 -18.1316
H 38.9693 -19.6627 -14.9559
H 40.7603 -18.0382 -17.5028
H 41.6537 -19.2403 -16.5943
H 40.5417 -18.2136 -15.7506
H 40.7292 -20.9564 -18.2306
H 38.9852 -21.2875 -18.1276
H 39.5802 -19.8707 -19.0105


35
Properties=species:S:1:pos:R:3 method="wB97M-V/def2-TZVPD" charge=-1 e_homo_ev=-4.774
C -1.6082 2.0117 1.6289
C -1.9606 0.7995 0.7706
C -1.0464 0.7727 -0.4780
C -1.9709 -0.5468 1.5250
B -0.8372 -0.7750 2.6539
O 0.3116 -1.6846 2.3086
C 0.9686 -1.6918 3.5285
C -0.1961 -1.6731 4.6002
I 0.0794 -0.1589 6.1745
O -1.3309 -1.5290 3.8902
H -2.1173 1.9853 2.5869
H -1.8053 2.9446 1.1038
H -0.5446 1.9981 1.8433
H -2.9790 0.9746 0.4186
H -0.5408 -0.1842 -0.5304
H -1.6343 0.9021 -1.3841
H -0.3175 1.5749 -0.4202
H -1.8116 -1.3171 0.7692
H -2.9502 -0.7055 1.9704
H -0.2948 0.2192 3.1273
H 1.5898 -0.7959 3.6442
H 1.6511 -2.5331 3.6830
H -0.2825 -2.6109 5.1419
C 0.4643 0.9446 -4.3241
C 1.6473 1.5102 -4.5467
C 2.9113 0.7788 -4.2864
O 3.9905 1.2958 -4.4908
C 2.8065 -0.6066 -3.7680
C 1.6239 -1.1736 -3.5451
C 0.3590 -0.4436 -3.8090
O -0.7174 -0.9608 -3.6126
H -0.4700 1.4606 -4.5043
H 1.7463 2.5205 -4.9228
H 3.7407 -1.1209 -3.5825
H 1.5251 -2.1818 -3.1640


46
Properties=species:S:1:pos:R:3 method="wB97M-V/def2-TZVPD" charge=+2 s2=2.0022 multiplicity=3 e_homo_ev="-14.027 / -14.027"
C 0.6154 -3.3843 -2.3278
C -0.2751 -2.4639 -1.7232
H 0.0905 -4.2770 -2.7610
H 1.3372 -3.7501 -1.5475
H 1.1623 -2.8547 -3.1481
O -1.2151 -1.8846 -1.3897
Cl 1.8510 -0.7414 -1.0881
Tm 0.7461 1.5488 -0.5305
P 0.0387 1.0136 -3.3246
C -1.5027 1.5713 -4.1197
C 1.1568 2.4254 -3.7558
H 1.5615 -0.6018 -4.3587
H 0.5838 0.2931 -5.5717
H -0.1528 -1.0290 -4.6160
C 0.5662 -0.2017 -4.5875
H 2.1405 2.2583 -3.2907
H 1.2617 2.4449 -4.8483
H -1.3147 1.7850 -5.1801
H -1.8708 2.4636 -3.6040
H 0.7341 3.3698 -3.3912
H -2.2361 0.7638 -4.0185
C -1.4690 0.8607 -0.9183
O -2.6010 0.6284 -1.0380
Cl 0.4863 3.8938 0.0969
C 1.1348 -0.7359 4.2774
N 1.1779 0.5721 3.5786
C -0.0290 1.3607 3.9062
N -1.2921 0.6125 3.6346
C -1.2691 -0.6999 4.3176
N -0.0851 -1.5149 3.9484
C -0.1140 -1.9388 2.5397
P -0.1465 -0.4731 1.3843
C 1.3522 0.4349 2.1233
C -1.5302 0.4671 2.1999
H 1.1338 -0.5356 5.3630
H 2.0207 -1.3191 3.9937
H -0.0265 2.3028 3.3324
H -0.0077 1.5888 4.9845
H -2.1792 -1.2498 4.0420
H -1.2355 -0.5137 5.4048
H 0.7636 -2.5636 2.3258
H -1.0032 -2.5605 2.3618
H 1.4749 1.4621 1.6907
H 2.2538 -0.1564 1.9051
H -2.4447 -0.1195 2.0133
H -1.6436 1.4478 1.7151